ORCA calculation (ωB97M-V/def2-TZVPD) on a single C5H8 molecule.

Structure (ORCA input):
```
! RIJCOSX wB97M-V def2-TZVPD def2/J DEFGRID3
* xyz 0 1
C 1.9068 -0.0807 0.0166
C 0.4677 0.0794 -0.1226
C -0.3430 1.1136 0.0298
C -1.6391 0.4753 -0.0607
C -0.9651 -0.9137 0.0681
H 2.1051 -0.3272 1.0085
H 2.4276 0.7903 -0.3616
H 2.3695 -1.0027 -0.4201
H -0.1284 2.0754 0.3436
H -2.2505 0.8190 0.7338
H -2.2968 0.4699 -0.9850
H -1.1539 -1.6862 -0.7782
H -0.9179 -1.3048 0.9892
*
```

- E_HOMO (eV) = -8.7495
- SMILES string = CC1=CCC1
- LUMO level (eV) = 1.15
- Kohn-Sham gap (eV) = 9.904

What are the Mulliken partial charges on each atom? They are as follows, in elementary charge units: -1.15 0.22 -0.46 -0.42 -0.56 0.31 0.31 0.30 0.45 0.27 0.20 0.24 0.30

---

ORCA calculation (ωB97M-V/def2-TZVPD) on a molecular structure, C24H24AgN5O4S.

Structure (ORCA input):
```
! RIJCOSX wB97M-V def2-TZVPD def2/J DEFGRID3
* xyz -2 1
Ag -8.1873 -3.0536 13.0341
C -3.7035 -2.2212 13.8434
C -5.2070 -2.3163 14.1937
O -5.9869 -1.8716 13.3116
C -5.5089 -3.1129 15.3576
C -6.7147 -3.5694 15.8242
C -6.6877 -4.2781 17.1363
N -7.8468 -3.3400 15.2653
N -8.9426 -3.3520 16.1533
C -10.0531 -3.3379 15.4785
O -10.3527 -3.3924 14.1868
C -11.2608 -3.1633 16.3725
C -11.1127 -2.6784 17.6800
C -12.1675 -2.6450 18.5154
C -13.4203 -3.0189 18.0695
C -13.5787 -3.4193 16.7711
C -12.4721 -3.5471 15.9019
H -3.5816 -2.2434 12.7184
H -3.1044 -3.0608 14.2481
H -3.3020 -1.2987 14.2412
H -4.6412 -3.4638 15.8396
H -7.4173 -5.0582 17.1846
H -6.9480 -3.5525 17.8751
H -5.6821 -4.7034 17.3828
H -10.1062 -2.2791 17.9469
H -12.0908 -2.4150 19.5410
H -14.3387 -2.8575 18.6311
H -14.5532 -3.4364 16.3670
H -12.4565 -3.8516 14.8771
S -8.2763 -4.8207 11.1795
C -8.2323 -6.0644 12.3995
N -7.3397 -7.0221 12.3222
C -7.1795 -8.0588 13.3638
C -7.6105 -7.4124 14.6950
C -8.9426 -6.7464 14.6401
N -9.0409 -5.8838 13.4569
H -6.7647 -6.9281 11.5569
H -6.1500 -8.2869 13.4376
H -7.8205 -8.9110 13.1745
H -6.8482 -6.6455 14.8196
H -7.5571 -8.1846 15.4583
H -9.0348 -6.0436 15.5388
H -9.8156 -7.3793 14.8071
H -9.5686 -4.9951 13.5470
O -5.6180 -9.6091 17.1869
C -4.9386 -9.8724 16.2184
N -4.5444 -11.0684 15.7742
C -3.8968 -10.9405 14.5782
O -3.3165 -11.7870 13.8938
C -3.9877 -9.4565 14.1530
C -3.8102 -8.8449 12.9368
C -4.0439 -7.4689 12.8285
C -4.3098 -6.6969 13.9378
C -4.4694 -7.3783 15.1992
C -4.4305 -8.7395 15.2484
H -3.5691 -9.3969 11.9816
H -4.0082 -6.9233 11.8948
H -4.6387 -5.5929 13.8170
H -4.8247 -6.8410 16.0772
*
```

- E_HOMO (eV) = -1.5150
- LUMO level (eV) = 4.51
- Kohn-Sham gap (eV) = 6.025

What are the Mulliken partial charges on each atom? They are as follows, in elementary charge units: 0.51 -1.24 0.87 -0.74 -1.21 1.39 -1.48 -0.13 -0.50 0.36 -0.94 0.26 -0.22 -0.57 -0.36 -0.56 -0.61 0.28 0.28 0.38 0.18 0.29 0.44 0.32 0.32 0.41 0.32 0.36 0.44 -0.60 0.28 -0.12 -0.20 -0.12 -0.41 0.03 0.22 -0.19 0.39 -0.38 0.52 0.06 0.33 0.19 -0.65 0.29 -0.82 0.13 -0.67 0.52 -0.41 -0.64 -0.09 -0.05 0.05 0.27 0.48 0.31 0.39

---

ORCA calculation (ωB97M-V/def2-TZVPD) on a molecular structure, C34H59BrNP3Sn.

Structure (ORCA input):
```
! RIJCOSX wB97M-V def2-TZVPD def2/J DEFGRID3
* xyz 4 1
C -0.3839 5.9266 -5.8096
C -0.6127 4.6791 -6.4287
C -0.8820 4.6632 -7.8070
C -1.0753 5.8885 -8.4631
N -0.9260 7.0518 -7.8370
C -0.5874 7.0948 -6.5547
C -0.6842 3.4868 -5.6134
C -0.8185 3.0569 -4.4006
C -1.1036 2.7839 -3.0466
C -0.0523 2.6116 -2.1106
C -0.2211 1.7355 -1.0496
C -1.3812 0.9304 -1.0138
C -2.5352 1.3744 -1.6968
C -2.4079 2.3300 -2.6840
Sn -1.0141 1.2317 -5.7350
P 2.3310 -1.1338 -1.2253
H -1.0235 3.7417 -8.3533
H -0.1247 5.9995 -4.7568
H -1.3708 5.9250 -9.5078
H -0.4900 8.0818 -6.0868
H -3.2521 2.5773 -3.3389
H 0.9098 3.0778 -2.2964
H -3.4855 0.8855 -1.4974
H 0.5823 1.5698 -0.3386
C 2.6895 -2.7747 -0.4441
C 3.5907 -3.7748 -1.1664
H 1.6849 -3.2093 -0.3136
H 3.0792 -2.5672 0.5660
H 3.8051 -4.6182 -0.4955
H 3.0997 -4.1901 -2.0542
H 4.5566 -3.3476 -1.4616
C 2.6511 -1.4005 -3.0252
C 3.2363 -0.2096 -3.7789
H 1.6589 -1.6413 -3.4406
H 3.2816 -2.2936 -3.1413
H 3.0724 -0.3598 -4.8530
H 2.7636 0.7392 -3.4902
H 4.3196 -0.1079 -3.6431
C 3.7661 -0.1249 -0.6570
C 5.1626 -0.7112 -0.8465
H 3.5838 0.0809 0.4123
H 3.6762 0.8393 -1.1848
H 5.9080 0.0611 -0.6179
H 5.3509 -1.5545 -0.1725
H 5.3443 -1.0392 -1.8763
Br -1.1267 -0.9340 -0.8750
P -2.3043 -3.0443 -4.1630
C -0.5005 -3.1880 -3.8383
C -0.0611 -4.6415 -4.0660
H -0.2875 -2.8658 -2.8016
H 0.0113 -2.5123 -4.5449
H 1.0289 -4.7065 -4.1712
H -0.3731 -5.2949 -3.2414
H -0.4874 -5.0632 -4.9867
C -2.9727 -3.1337 -2.4342
C -4.4178 -3.5776 -2.2877
H -2.8745 -2.1145 -2.0283
H -2.3102 -3.7923 -1.8473
H -4.6821 -3.5481 -1.2250
H -5.1094 -2.9272 -2.8336
H -4.5656 -4.6067 -2.6302
C -2.6358 -1.3027 -4.5888
C -3.0349 -1.2824 -6.0700
H -1.7000 -0.7354 -4.4135
H -3.4155 -0.9033 -3.9303
H -3.3080 -0.2790 -6.4233
H -2.1730 -1.6013 -6.6647
H -3.8556 -1.9861 -6.2676
C 0.2889 -0.7776 3.5189
C -0.7017 0.3867 3.6860
C -0.4943 1.1115 5.0146
P -0.6709 1.4281 2.1525
C -2.3139 2.2806 1.9732
C -3.0686 2.4595 3.2883
C -2.2260 3.5973 1.1999
C 0.6883 2.7135 2.3692
C 0.4474 3.8222 3.4002
C 2.0527 2.0329 2.5993
H 1.3289 -0.4302 3.5801
H 0.1245 -1.5165 4.3137
H 0.1457 -1.2817 2.5545
H -1.7197 -0.0394 3.6837
H 0.5390 1.4546 5.1450
H -1.1742 1.9590 5.1539
H -0.7038 0.4053 5.8318
H -2.8617 1.5497 1.3479
H -2.6075 3.2124 3.9396
H -4.0703 2.8297 3.0401
H -3.1809 1.5208 3.8410
H -1.6995 3.4860 0.2476
H -3.2514 3.9175 0.9764
H -1.7490 4.3904 1.7853
H 0.7203 3.1869 1.3666
H 0.6718 3.4784 4.4183
H 1.1486 4.6424 3.1797
H -0.5668 4.2344 3.3707
H 2.2165 1.1866 1.9159
H 2.8568 2.7612 2.4186
H 2.1590 1.6820 3.6357
*
```

- E_HOMO (alpha / beta) (eV) = -17.5188 / -17.5080
- LUMO level (alpha / beta) (eV) = -14.12 / -14.11
- Kohn-Sham gap (alpha / beta) (eV) = 3.399 / 3.401

What are the Mulliken partial charges on each atom? They are as follows, in elementary charge units: -0.44 1.45 -0.54 -0.43 -0.44 -0.38 -0.44 -0.94 0.53 -0.52 -0.37 0.41 -0.79 -0.63 0.92 0.98 0.42 0.40 0.40 0.39 0.64 0.72 0.69 0.86 -0.63 -1.35 0.43 0.54 0.39 0.29 0.33 0.59 -1.43 -0.67 0.45 0.46 0.24 0.30 -0.42 -1.46 0.30 0.49 0.40 0.37 0.33 0.09 -0.07 0.60 -1.51 -0.48 0.33 0.36 0.37 0.44 0.44 -1.39 -0.63 0.54 0.41 0.29 0.37 0.54 -1.50 -0.62 0.30 0.46 0.46 0.44 -1.52 0.47 -1.49 0.18 0.67 -1.62 -1.31 0.78 -1.41 -1.48 0.27 0.48 0.33 0.66 0.30 0.27 0.50 0.38 0.28 0.49 0.43 0.21 0.48 0.34 0.33 0.29 0.44 0.31 0.12 0.50 0.28

---

ORCA calculation (ωB97M-V/def2-TZVPD) on a molecular structure, C29H34HfN10O3S.

Structure (ORCA input):
```
! RIJCOSX wB97M-V def2-TZVPD def2/J DEFGRID3
* xyz 2 1
Hf -0.5071 0.6266 0.3219
C 0.6402 -4.9813 -2.3192
C 1.5823 -4.0328 -1.9668
C 1.2564 -2.9709 -1.1167
C -0.0247 -2.8739 -0.5590
C -0.9610 -3.8639 -0.9073
C -0.6336 -4.8946 -1.7668
N -0.4178 -1.8193 0.2785
C -1.0439 -2.2003 1.4080
C -0.7874 -3.4119 2.0991
C -1.5205 -3.7574 3.1967
C -2.5656 -2.9289 3.6772
C -2.8415 -1.7518 3.0541
C -2.0787 -1.3539 1.9315
N -2.2953 -0.2434 1.1934
N -3.3841 0.4352 1.3449
C -3.4717 1.5256 0.5170
C -4.6050 2.3306 0.6243
C -4.7072 3.4388 -0.1897
C -3.6942 3.6908 -1.1118
C -2.5999 2.8497 -1.1496
N -2.4632 1.7880 -0.3483
H 0.8964 -5.7961 -2.9819
H 2.6036 -4.1205 -2.3234
H 2.0377 -2.3246 -0.7410
H -1.9506 -3.8158 -0.4704
H -1.3663 -5.6583 -1.9923
H 0.0175 -4.0442 1.7478
H -1.2991 -4.6796 3.7177
H -3.1254 -3.2353 4.5495
H -3.6193 -1.0826 3.3952
H -5.3579 2.0675 1.3526
H -5.5505 4.1099 -0.1017
H -3.7487 4.5311 -1.7882
H -1.7801 3.0425 -1.8297
N -1.5648 1.2317 4.5362
C -0.8150 1.1904 3.4223
S -1.0323 2.4478 2.2297
N 0.0448 0.2289 3.2809
N 0.7370 0.2119 2.0852
C 1.9296 -0.2678 2.1713
C 2.8788 -0.3122 1.0946
C 4.2084 -0.6432 1.4001
C 5.1967 -0.6374 0.4425
C 4.8702 -0.2625 -0.8572
C 3.5675 0.0608 -1.1826
C 2.5299 0.0281 -0.2344
O 1.2877 0.2512 -0.6196
H -2.1384 2.0366 4.7102
H -1.3618 0.5972 5.2921
H 2.2565 -0.6001 3.1541
H 4.4464 -0.8924 2.4273
H 6.2135 -0.9001 0.6960
H 5.6395 -0.2237 -1.6176
H 3.3378 0.4090 -2.1843
N 1.3814 -1.0376 -3.9362
C 0.2214 -0.1946 -4.3167
C -0.2683 0.6735 -3.1599
N -1.0171 -0.0147 -2.0830
H 1.7718 -1.5110 -4.7503
H 1.1592 -1.7699 -3.2258
H 2.1129 -0.4711 -3.5065
H -0.5719 -0.8481 -4.6785
H 0.5393 0.4496 -5.1352
H -0.9239 1.4221 -3.6021
H 0.5705 1.1997 -2.7044
H -0.6371 -0.9422 -1.9051
H -1.9834 -0.1330 -2.3668
N 1.8923 5.4299 0.8450
C 1.7278 3.9572 0.8232
C 0.7401 3.7030 -0.3577
O 0.5511 4.7047 -1.0664
O 0.2650 2.5573 -0.5339
H 2.8557 5.7484 0.8384
H 1.3852 5.8750 1.6049
H 1.3639 5.6244 -0.1161
H 1.3270 3.5618 1.7507
H 2.6715 3.4665 0.5899
*
```

- E_HOMO (alpha / beta) (eV) = -11.7921 / -12.0125
- LUMO level (alpha / beta) (eV) = -6.39 / -6.07
- Kohn-Sham gap (alpha / beta) (eV) = 5.402 / 5.940

What are the Mulliken partial charges on each atom? They are as follows, in elementary charge units: 1.27 -0.60 -0.36 -0.62 -0.78 0.09 -0.81 0.52 -0.06 -0.43 -0.71 -0.77 -0.57 0.67 0.88 -1.46 0.27 -0.65 -0.43 -1.08 -0.24 0.22 0.45 0.52 0.34 0.57 0.43 0.55 0.48 0.44 0.53 0.56 0.44 0.46 0.47 -0.36 0.75 -0.61 -1.37 0.85 -0.83 1.14 -0.97 -0.93 -0.87 -0.67 0.37 1.58 0.23 0.29 0.47 0.47 0.46 0.50 0.36 0.09 -1.08 -0.41 -0.35 0.47 -0.03 0.14 0.40 0.51 0.49 0.20 -0.16 0.36 -0.19 -0.55 0.45 -0.78 -0.46 0.34 0.33 0.38 0.23 0.18